{
  "formula": "C7H8BF4INO6P",
  "method": "ωB97M-V/def2-TZVPD",
  "species": ["C", "C", "C", "I", "P", "N", "C", "O", "F", "C", "O", "F", "H", "H", "H", "H", "H", "H", "H", "H", "B", "O", "C", "O", "C", "O", "O", "F", "F"],
  "positions_angstrom": [[2.145569, 0.700075, -0.370402], [1.223218, 1.700823, -1.136753], [0.533345, 2.781889, -0.201057], [1.128550, 4.765894, -0.931292], [-1.326154, 2.789870, -0.390532], [-2.099450, 1.292124, -0.260432], [-2.674709, 0.675826, -1.412081], [-3.795744, 0.698155, -1.722050], [-1.833897, -0.046808, -2.206773], [-2.182820, 0.617680, 1.000295], [-1.606157, -0.376303, 1.173898], [-2.968922, 1.065906, 2.029298], [1.737077, 0.343088, 0.603614], [3.149241, 1.178603, -0.188875], [2.284320, -0.180690, -1.040263], [1.870466, 2.250424, -1.866287], [0.426389, 1.204653, -1.755871], [0.817990, 2.677706, 0.880180], [-1.898544, 3.753146, 0.497239], [-1.550686, 3.305677, -1.704981], [0.609526, -4.639438, 1.149198], [0.692914, -3.604024, 2.211728], [0.829334, -2.435621, 1.622223], [0.926679, -1.375549, 2.199327], [0.844090, -2.627173, 0.140540], [0.955330, -1.744456, -0.679815], [0.717097, -3.904830, -0.138927], [-0.625713, -5.312712, 1.222054], [1.671659, -5.553935, 1.276799]],
  "forces_ev_per_angstrom": [[0.37, 0.31, -0.23], [0.12, 0.13, -0.14], [-0.01, -0.35, -0.16], [-0.57, -0.42, 0.62], [1.33, 0.57, -0.27], [0.06, 2.18, 0.27], [0.60, -2.10, -1.69], [-1.24, 0.70, 0.44], [0.21, 1.30, 1.60], [-0.34, -1.54, 1.63], [0.52, -0.94, -0.21], [0.49, 1.17, -2.12], [0.13, 0.14, -0.85], [-1.00, -0.30, -0.14], [-0.01, 0.78, 0.78], [-0.74, -0.47, 0.56], [0.73, 0.06, 0.66], [-0.29, 0.19, -1.01], [0.14, -0.65, -0.31], [-0.14, -0.59, 0.63], [-0.20, -2.22, 0.35], [0.07, 0.71, -0.56], [-0.04, 0.05, 2.18], [0.05, 0.10, -0.38], [-0.06, -0.66, -1.91], [-0.36, -0.13, 0.10], [0.08, 0.85, 0.30], [0.61, 0.51, -0.07], [-0.53, 0.62, -0.10]],
  "orbital_gap_ev": 6.731
}